This record from the OMol25 dataset describes 2 unconnected molecules or ions with the total composition C3H11NO. The level of theory is ωB97M-V with the def2-TZVPD basis set.

Results
orbital gap: 10.67 eV
HOMO level: -9.8 eV
SMILES: CCNC.O
energy above the lowest of the compared OMol25 structures with the same formula, charge and spin: 250.56 kJ/mol

Last column: Mulliken charge in e.
Cartesian coordinates (Å):
C: -1.031 -0.892 -0.885  -1.273
C: 0.545 -0.519 -0.940  -0.435
N: 0.973 0.206 0.292  -0.361
C: 1.415 1.491 -0.139  -0.887
H: -1.263 -1.835 -0.226  0.300
H: -1.054 -1.247 -1.974  0.339
H: -1.506 0.185 -0.847  0.353
H: 0.726 0.055 -1.847  0.326
H: 1.118 -1.368 -1.225  0.459
H: 1.908 -0.194 0.579  0.271
H: 2.060 1.409 -1.127  0.288
H: 0.502 2.078 -0.275  0.288
H: 1.860 2.287 0.533  0.316
O: -1.725 -0.369 1.714  -0.654
H: -1.967 -0.476 0.845  0.372
H: -0.969 0.140 1.581  0.298

This record from the OMol25 dataset describes 18 unconnected molecules or ions with the total composition C48H114N18O21. The level of theory is ωB97M-V with the def2-TZVPD basis set.

Results
orbital gap: 8.52 eV
HOMO level: -8.7 eV

Last column: Mulliken charge in e.
Cartesian coordinates (Å):
C: 20.069 17.385 14.245  0.300
O: 19.798 17.731 15.402  -0.834
N: 21.112 17.795 13.525  0.298
C: 21.461 17.279 12.199  -0.991
C: 21.857 18.944 14.032  -0.850
H: 19.492 16.607 13.756  0.334
H: 21.387 18.056 11.426  0.325
H: 20.734 16.491 12.006  0.204
H: 22.507 16.954 12.106  0.382
H: 21.968 19.704 13.296  0.342
H: 21.279 19.334 14.832  0.079
H: 22.823 18.671 14.391  0.370
C: 12.040 20.074 13.655  0.243
O: 11.483 20.749 12.805  -0.738
N: 11.525 18.988 14.289  0.893
C: 12.250 18.142 15.175  0.197
C: 10.102 18.625 14.206  -1.066
H: 13.068 20.369 14.062  0.203
H: 12.318 17.152 14.790  -0.178
H: 11.792 18.080 16.168  0.185
H: 13.280 18.516 15.264  -0.828
H: 10.054 17.566 13.732  0.047
H: 9.583 18.524 15.144  0.384
H: 9.451 19.248 13.604  0.359
C: 17.456 22.511 13.005  -0.471
O: 17.211 23.282 12.081  -0.832
N: 18.742 22.221 13.390  0.562
C: 18.855 21.172 14.392  0.640
C: 19.808 22.713 12.628  -1.075
H: 16.744 21.933 13.588  0.896
H: 19.119 20.215 13.945  -0.376
H: 17.948 21.127 14.969  -0.712
H: 19.644 21.536 15.089  0.393
H: 20.408 21.889 12.122  0.229
H: 19.341 23.196 11.768  0.309
H: 20.495 23.472 13.112  0.307
C: 13.371 18.024 10.496  -0.180
O: 14.532 17.679 10.277  -0.854
N: 12.385 17.872 9.625  0.503
C: 11.014 18.160 9.997  -0.970
C: 12.651 17.357 8.322  -1.077
H: 13.022 18.426 11.443  0.664
H: 10.579 19.038 9.543  0.307
H: 10.957 18.170 11.092  0.174
H: 10.386 17.350 9.630  0.476
H: 11.690 17.166 7.823  0.446
H: 13.187 17.947 7.579  0.272
H: 13.133 16.388 8.371  0.249
C: 19.019 21.231 19.896  -0.078
O: 18.543 22.260 19.521  -0.593
N: 19.615 20.359 19.042  0.150
C: 20.099 19.077 19.505  -0.525
C: 19.515 20.742 17.639  -0.302
H: 19.221 20.928 20.947  0.323
H: 19.732 19.054 20.546  0.292
H: 21.150 18.827 19.237  0.240
H: 19.498 18.393 18.838  0.055
H: 20.307 21.423 17.426  0.457
H: 19.708 19.806 17.106  -0.095
H: 18.510 21.088 17.428  0.022
C: 14.315 25.358 12.727  -0.177
O: 14.385 26.458 12.217  -0.634
N: 13.205 24.862 13.405  0.253
C: 13.166 23.544 13.962  -0.704
C: 11.978 25.604 13.519  -0.985
H: 15.187 24.665 12.625  0.647
H: 14.189 23.179 14.124  -0.350
H: 12.577 22.941 13.328  0.613
H: 12.656 23.532 14.904  0.249
H: 11.182 25.195 12.861  0.299
H: 11.591 25.483 14.587  0.246
H: 12.101 26.625 13.210  0.363
C: 11.662 19.649 19.089  0.015
O: 12.601 19.253 18.406  -0.421
N: 11.080 20.879 18.923  0.162
C: 9.795 21.231 19.500  -0.868
C: 11.451 21.744 17.822  -0.616
H: 11.261 19.158 20.017  0.315
H: 9.881 22.269 19.782  0.278
H: 9.588 20.543 20.346  0.304
H: 9.043 21.172 18.721  0.314
H: 11.576 22.722 18.314  0.485
H: 12.387 21.415 17.398  -0.227
H: 10.673 21.883 17.070  0.383
C: 14.577 21.895 11.051  -0.274
O: 14.500 20.721 11.368  0.025
N: 13.776 22.502 10.148  0.362
C: 13.900 23.903 9.863  -1.083
C: 12.507 21.914 9.777  -0.715
H: 15.394 22.543 11.360  -0.011
H: 14.914 24.298 10.012  0.264
H: 13.250 24.468 10.523  0.318
H: 13.642 24.139 8.865  0.456
H: 12.385 21.692 8.694  0.223
H: 12.353 21.026 10.368  0.013
H: 11.711 22.626 10.017  0.382
C: 16.608 13.034 8.635  0.065
O: 17.597 12.854 7.976  -0.529
N: 16.336 14.113 9.426  0.388
C: 15.120 14.387 10.144  -0.161
C: 17.331 15.141 9.480  -0.702
H: 15.801 12.225 8.710  0.263
H: 15.259 14.522 11.256  -0.028
H: 14.411 13.553 10.021  0.307
H: 14.527 15.166 9.695  -0.382
H: 18.297 14.783 9.069  0.057
H: 16.982 15.997 8.909  0.348
H: 17.383 15.459 10.517  0.154
C: 8.624 15.431 14.936  0.061
O: 8.256 16.284 15.727  -0.629
N: 9.519 14.478 15.245  0.314
C: 9.909 13.385 14.381  -1.043
C: 9.909 14.309 16.626  -1.112
H: 8.401 15.418 13.878  0.388
H: 9.309 13.275 13.479  0.364
H: 9.781 12.371 14.871  0.448
H: 10.955 13.441 14.075  0.215
H: 10.722 13.590 16.661  0.432
H: 10.175 15.290 17.096  0.241
H: 9.136 13.784 17.171  0.368
C: 12.354 12.774 12.179  -0.195
O: 11.438 12.672 11.395  -0.616
N: 12.995 13.912 12.557  0.962
C: 12.530 15.225 12.201  -1.358
C: 13.944 13.880 13.616  -1.092
H: 12.820 11.870 12.611  0.447
H: 13.352 15.859 11.959  0.127
H: 11.809 15.640 12.861  0.394
H: 11.914 15.143 11.310  0.462
H: 13.972 12.909 14.136  0.491
H: 15.001 14.156 13.376  0.014
H: 13.676 14.584 14.408  0.210
C: 17.324 10.145 13.108  0.071
O: 16.201 10.628 12.977  -0.576
N: 18.411 10.626 12.463  0.338
C: 18.276 11.756 11.609  -0.876
C: 19.718 9.958 12.421  -0.804
H: 17.513 9.319 13.848  0.259
H: 17.250 12.079 11.547  0.034
H: 18.512 11.520 10.582  0.418
H: 18.987 12.474 11.962  0.300
H: 20.532 10.645 12.699  0.250
H: 19.632 9.174 13.193  0.271
H: 19.952 9.522 11.441  0.291
C: 15.184 21.467 16.484  -0.718
O: 15.205 21.153 15.288  0.625
N: 15.660 22.592 17.059  0.344
C: 15.663 22.832 18.506  -1.168
C: 16.563 23.484 16.313  -0.389
H: 14.688 20.759 17.175  0.414
H: 15.117 23.715 18.706  0.379
H: 16.731 22.898 18.792  0.469
H: 15.122 22.042 19.014  0.303
H: 17.579 23.097 16.322  0.130
H: 16.201 23.419 15.282  -0.290
H: 16.420 24.496 16.660  0.541
C: 22.239 15.321 8.752  0.030
O: 22.531 16.246 9.529  -0.605
N: 21.360 15.392 7.715  0.142
C: 20.890 14.185 7.061  -0.774
C: 20.797 16.670 7.440  -0.822
H: 22.726 14.361 8.920  0.415
H: 21.279 14.075 6.012  0.286
H: 19.780 14.132 7.042  0.291
H: 21.354 13.375 7.616  0.255
H: 21.123 17.073 6.511  0.326
H: 19.695 16.517 7.391  0.262
H: 21.016 17.349 8.278  0.227
C: 16.739 17.905 17.129  0.054
O: 16.352 18.989 17.617  -0.792
N: 16.216 16.676 17.227  0.265
C: 14.942 16.598 17.930  -1.026
C: 16.718 15.507 16.537  -0.432
H: 17.616 17.877 16.492  0.524
H: 14.895 15.578 18.308  0.364
H: 13.988 16.710 17.354  0.135
H: 14.951 17.392 18.643  0.392
H: 16.042 15.193 15.714  -0.097
H: 17.676 15.738 16.140  0.057
H: 16.781 14.667 17.233  0.441
C: 16.827 19.720 9.595  -0.497
N: 17.913 20.287 10.418  0.906
O: 17.968 20.121 11.625  -0.263
O: 18.818 20.881 9.811  -0.621
H: 16.238 19.033 10.187  -0.035
H: 17.276 19.154 8.770  0.369
H: 16.193 20.511 9.216  0.165
C: 20.945 14.150 16.148  -0.707
N: 20.416 13.543 14.906  0.929
O: 21.179 12.847 14.220  -0.578
O: 19.241 13.696 14.624  -0.410
H: 20.239 14.897 16.457  0.103
H: 21.935 14.564 15.851  0.318
H: 21.170 13.394 16.877  0.350
C: 15.803 18.775 13.841  1.290
N: 15.995 17.382 13.338  0.359
O: 17.063 17.020 12.885  -0.333
O: 14.986 16.681 13.391  0.369
H: 15.269 19.299 13.079  0.091
H: 16.858 19.124 13.966  -0.306
H: 15.224 18.748 14.763  -1.099

This record from the OMol25 dataset describes a molecular structure, C3H6ClO2Si. The level of theory is ωB97M-V with the def2-TZVPD basis set.

Results
total charge: -1
orbital gap: 7.86 eV
HOMO level: -4.1 eV
energy above the lowest of the compared OMol25 structures with the same formula, charge and spin: 81.09 kJ/mol

Last column: Mulliken charge in e.
Cartesian coordinates (Å):
C: 1.048 1.942 0.034  0.493
C: -0.718 0.128 -0.643  -1.464
C: 0.734 0.582 -0.644  -0.025
O: 1.853 1.643 1.027  -0.428
O: 0.689 3.047 -0.266  -0.669
Si: 1.960 -0.106 0.730  0.424
Cl: 3.338 -0.789 -0.575  -0.323
H: -1.014 -0.145 0.359  0.362
H: -1.502 0.817 -0.935  0.328
H: -0.848 -0.701 -1.208  0.413
H: 1.116 0.662 -1.624  0.393
H: 0.863 -0.755 1.526  -0.231
H: 3.050 -0.326 2.001  -0.274

This record from the OMol25 dataset describes 7 unconnected molecules or ions with the total composition H15NO6. The level of theory is ωB97M-V with the def2-TZVPD basis set.

Results
orbital gap: 10.35 eV
HOMO level: -9.9 eV
SMILES: N.O.O.O.O.O.O
energy above the lowest of the compared OMol25 structures with the same formula, charge and spin: 141.09 kJ/mol

Last column: Mulliken charge in e.
Cartesian coordinates (Å):
N: 0.647 0.971 -2.363  -0.718
H: 1.374 1.257 -3.089  0.219
H: 0.840 -0.019 -2.033  0.324
H: -0.220 1.108 -2.836  0.205
O: 0.668 2.102 3.353  -0.614
H: 1.620 2.123 3.398  0.305
H: 0.474 1.342 3.850  0.314
O: -3.734 0.294 -0.783  -0.645
H: -3.298 0.822 -0.044  0.315
H: -3.570 0.645 -1.617  0.291
O: 0.684 -1.995 -1.717  -0.677
H: 0.497 -2.190 -0.764  0.341
H: 0.149 -2.643 -2.075  0.289
O: 3.398 -0.770 2.218  -0.619
H: 3.420 0.006 1.653  0.318
H: 3.898 -1.437 1.809  0.301
O: -1.270 -2.230 0.183  -0.655
H: -1.559 -1.363 -0.006  0.375
H: -1.945 -2.910 0.213  0.300
O: -1.054 1.507 0.151  -0.588
H: -0.359 1.690 -0.473  0.303
H: -0.659 1.689 0.973  0.317